Formula: CHNO3
Source: OMol25
Level of theory: ωB97M-V/def2-TZVPD

Computed properties:
Spin multiplicity: 3
Expectation value of S²: 2.01
Energy relative to the best compared isomer or geometry (same formula, charge and spin) (eV): 0.167
E_tot (eV): -8682.6637
M (g/mol): 75.023
E_LUMO (spin up / spin down) (eV): 0.50 / -1.38
Charge: 0
Frontier orbital gap (spin up / spin down) (hartree): 0.351 / 0.423

Each atom is followed by the atoms it is bonded to, with distances in Å.
Element x y z (Å)
1 N -1.59742 0.73643 -1.06585  H2 1.179, O6 1.211
2 H -0.80977 1.57311 -1.32790  N1 1.179
3 O 1.92575 -0.01882 1.28754  C4 1.144
4 C 1.25691 -0.80911 0.80059  O3 1.144, O5 1.165
5 O 0.72088 -1.70345 0.28016  C4 1.165
6 O -1.49635 0.22184 0.02546  N1 1.211

These are the Löwdin partial charges, in e, on atoms 1 to 2:
1 N -0.057
2 H 0.173

---

Formula: CHNO3S2
Source: OMol25
Level of theory: ωB97M-V/def2-TZVPD

Computed properties:
Spin multiplicity: 1
Energy relative to the best compared isomer or geometry (same formula, charge and spin) (eV): 2.923
E_tot (eV): -30349.5939
M (g/mol): 139.157
E_LUMO (eV): -1.62
Charge: 0
Frontier orbital gap (hartree): 0.291

Each atom is followed by the atoms it is bonded to, with distances in Å.
Element x y z (Å)
1 S -1.25483 2.39862 -0.21368  C7 1.523
2 N 1.61964 -0.58175 -0.10548  O4 1.161, O6 1.221, O8 1.311
3 S -1.40023 -0.71756 0.09050  H5 1.266, C7 1.656
4 O 2.71466 -0.81059 0.20549  N2 1.161
5 H -2.55688 -0.39652 0.49415  S3 1.266
6 O 0.90311 -1.29867 -0.78651  N2 1.221
7 C -1.06397 0.89964 -0.02314  S1 1.523, S3 1.656
8 O 1.03850 0.50684 0.33867  N2 1.311

These are the Löwdin partial charges, in e, on atoms 1 to 2:
1 S 0.922
2 N -0.599